No. 1
79
Properties=species:S:1:pos:R:3:forces:R:3 method="wB97M-V/def2-TZVPD" largest_force_ev_per_a=3.029 smiles="NC(N)=O.NC(N)=O.CCO.CCO.CCO.CO.CO.CO.CO.CO.CO" relative_energy_kcal_mol=2.21 gap_ev=9.98
N 11.47579 8.21093 14.13097 -0.845 -0.965 -1.183
C 10.93796 7.86690 12.90790 -0.494 -1.190 0.207
N 10.48211 6.56897 12.73003 -1.014 0.024 -1.101
O 10.86791 8.61756 11.95458 0.346 1.052 -0.535
H 11.83007 7.40464 14.60298 0.265 -0.158 0.569
H 12.12316 8.96406 14.02984 0.386 0.707 0.513
H 10.12678 5.99944 13.47365 0.195 0.088 0.562
H 9.87224 6.47158 11.88510 1.028 0.277 1.116
N 12.74695 7.31050 10.04386 -0.302 -0.068 -1.229
C 12.06320 7.15689 8.84515 -0.952 -0.156 1.584
N 10.70548 7.39342 8.92894 1.622 -0.417 0.634
O 12.56802 6.70443 7.82532 0.233 0.176 -0.660
H 13.74818 7.25075 9.95447 0.255 -0.122 0.034
H 12.36245 7.91305 10.75436 -0.168 0.025 -0.063
H 10.23582 7.68344 8.11043 -0.660 0.090 -0.794
H 10.40748 7.72370 9.81677 -0.546 0.646 0.485
C 14.64316 9.17071 15.50964 -0.870 1.978 0.749
C 14.47248 10.21600 14.36841 0.380 -0.678 -1.395
O 13.11418 10.71644 14.34322 0.152 -0.263 -0.891
H 14.29317 8.19197 15.29230 -0.810 -0.760 -0.585
H 14.04673 9.55383 16.41742 1.190 -0.559 -1.193
H 15.68473 8.99172 15.73411 0.366 0.452 0.335
H 14.66876 9.75567 13.35249 -0.066 0.109 1.056
H 15.26852 11.02006 14.41423 -1.193 -0.479 0.418
H 12.73104 10.72788 13.41284 0.924 0.405 1.207
C 9.70081 11.65204 13.55610 -1.126 -0.740 1.367
C 8.66213 10.91809 12.63802 1.454 2.614 0.483
O 9.05570 11.04616 11.25520 -0.758 0.290 0.176
H 9.50713 11.20119 14.57084 0.209 0.823 -0.629
H 9.65676 12.74696 13.58983 -0.611 -0.336 0.027
H 10.74037 11.46882 13.36303 0.222 -0.592 -0.492
H 7.66695 11.40028 12.84193 0.647 -0.789 -0.360
H 8.71112 9.89169 12.91172 -0.387 -0.844 -0.166
H 9.03430 12.00320 11.07014 0.458 -0.445 0.072
C 16.56397 8.48375 8.20665 1.117 0.256 -0.351
C 16.22186 7.08702 7.74615 -1.551 0.312 -0.950
O 15.11656 6.63083 8.51840 -0.184 -0.260 -0.059
H 17.43006 8.84347 7.59957 -0.625 0.074 0.461
H 16.90849 8.37764 9.23725 -0.096 0.383 0.076
H 15.72256 9.20305 8.15494 0.426 -0.533 -0.103
H 17.00496 6.38127 7.98885 0.535 0.031 -0.384
H 15.99763 7.09472 6.62038 0.278 -0.298 1.487
H 14.25285 6.65321 8.04891 0.356 -0.014 -0.147
C 13.39332 11.28667 10.93779 -0.184 -0.867 -0.977
O 12.15948 11.46007 11.63534 0.504 -0.076 -0.369
H 13.61370 10.19526 10.78857 -0.205 0.832 -0.062
H 13.42957 11.80232 9.93041 -0.141 -0.462 1.117
H 14.16569 11.66329 11.58435 0.366 0.386 0.125
H 11.46952 10.93812 11.19646 -0.142 0.075 0.218
C 4.78146 10.00661 6.47014 -1.131 1.092 0.820
O 4.73112 9.20275 7.63926 1.439 -0.047 -0.526
H 4.11175 10.86802 6.61840 0.152 -0.180 -0.081
H 5.77133 10.40940 6.26737 0.201 -0.153 -0.088
H 4.39400 9.44097 5.65508 -0.078 -0.332 -1.055
H 5.61624 8.78060 7.53382 -0.600 -0.342 0.990
C 9.56135 14.63775 10.76319 0.791 2.594 0.428
O 10.18933 13.56572 11.35802 0.727 -1.503 -0.008
H 8.86097 14.41595 9.98638 -0.301 -0.935 -0.560
H 8.98571 15.13623 11.54937 -0.003 0.534 -0.223
H 10.30146 15.34370 10.30622 -0.658 -0.322 0.426
H 11.11525 13.71407 11.62137 -0.704 -0.043 -0.368
C 6.95202 6.56294 7.66247 -0.078 -0.522 0.906
O 7.25263 7.95586 7.71224 0.025 -0.137 1.368
H 7.80417 5.92725 7.94585 -0.149 0.357 0.289
H 6.02342 6.22037 8.19718 0.815 0.720 -0.080
H 6.78938 6.33887 6.65042 -0.287 -0.228 -1.522
H 7.45043 8.19383 8.65305 -0.265 -0.048 -0.723
C 6.03209 9.41465 10.91891 -0.462 -1.927 0.687
O 7.39532 9.08812 10.63733 -1.168 -0.848 -0.722
H 5.97494 9.79980 11.92248 -0.154 -0.060 0.774
H 5.60550 10.17942 10.32110 -0.187 0.577 -1.181
H 5.35491 8.48672 10.84666 1.248 1.324 0.004
H 7.87223 9.91970 10.59136 0.648 0.428 0.068
C 9.82951 4.79050 5.97379 -0.377 0.646 -0.379
O 10.08977 6.19819 6.14960 0.013 -0.740 -0.129
H 9.34153 4.36758 6.87177 0.007 0.143 -0.415
H 9.14828 4.77956 5.08832 0.451 -0.494 0.802
H 10.72493 4.17007 5.77349 -0.279 0.548 -0.047
H 10.93973 6.31397 6.58518 0.382 -0.134 0.145

---

No. 2
11
Properties=species:S:1:pos:R:3:forces:R:3 method="wB97M-V/def2-TZVPD" largest_force_ev_per_a=6.070 smiles="NC(=O)S(N)(=O)=O" relative_energy_kcal_mol=16.10 gap_ev=10.95
N 1.44194 1.16607 0.45694 -1.064 -2.723 -0.324
C 0.54047 0.81800 -0.50356 1.879 1.104 0.140
O 0.25659 1.50290 -1.42678 -0.849 0.201 -0.970
S 0.00207 -0.88843 -0.35825 -3.769 -2.488 4.055
N -1.70387 -0.58987 -0.04916 3.270 2.029 0.994
O 0.48233 -1.44427 0.93325 0.136 1.381 -2.409
O 0.03651 -1.63882 -1.55496 0.764 -0.038 -0.946
H 1.56392 2.10335 0.57335 0.560 3.112 0.053
H 1.37446 0.66554 1.30752 0.230 -0.801 0.813
H -2.26822 -1.34060 -0.34443 -0.634 -1.104 -0.255
H -1.72619 -0.35389 0.96609 -0.522 -0.674 -1.152

---

No. 3
104
Properties=species:S:1:pos:R:3:forces:R:3 method="wB97M-V/def2-TZVPD" largest_force_ev_per_a=1.407 charge=+1 gap_ev=9.13
N 0.63261 -0.31556 1.51410 0.029 1.400 -0.140
C 0.34603 1.10583 1.96447 -0.156 -0.181 1.005
C -0.98343 1.20725 2.73842 0.287 0.299 -0.490
C -2.12114 1.92671 1.98822 0.578 -0.309 0.101
C -3.12050 1.06377 1.24113 -1.009 0.553 -0.333
S -3.75390 -0.29654 2.18998 1.076 -0.695 0.237
O -3.90654 0.02792 3.57462 -0.524 0.599 0.331
O -2.90553 -1.42564 1.95217 0.300 -0.523 -0.577
Cl -5.56628 -0.74288 1.45733 -0.053 0.222 -0.161
H 0.31526 -0.98078 2.21332 -0.068 -0.133 -0.078
H 0.15876 -0.47925 0.62099 0.072 -0.550 0.050
H 1.64559 -0.40827 1.41415 0.027 -0.442 -0.297
H 0.40299 1.76789 1.11084 -0.053 -0.135 -0.283
H 1.14893 1.36065 2.64850 0.195 -0.037 -0.005
H -1.25133 0.20868 3.07663 -0.197 -0.091 0.133
H -0.80140 1.77606 3.64343 0.078 0.032 0.133
H -1.66196 2.51946 1.20100 -0.035 0.236 -0.058
H -2.61269 2.62999 2.65291 -0.277 -0.097 0.113
H -3.98300 1.67896 0.98470 -0.116 0.063 0.039
H -2.74830 0.64455 0.30997 0.173 -0.276 0.032
O -0.50612 1.90486 -1.00903 -0.270 -0.274 0.020
H -0.38434 1.12771 -1.56732 0.066 0.078 -0.085
H -1.15825 2.43103 -1.50026 0.197 0.226 -0.036
O 2.72109 -0.38583 -0.89785 -0.674 0.210 0.233
H 2.73107 -1.30814 -1.17768 0.373 -0.033 -0.038
H 3.57350 -0.29799 -0.45872 0.156 -0.033 -0.204
O 1.80106 0.38189 -3.73104 0.106 -0.074 0.122
H 1.96422 -0.40522 -4.26344 -0.140 0.043 -0.097
H 2.28685 0.23596 -2.90597 -0.068 0.012 0.170
O -0.49911 2.61137 -3.99677 0.166 -0.366 0.034
H -0.05196 1.76003 -3.92202 0.174 -0.051 -0.245
H -0.01150 3.18632 -3.39184 -0.224 0.270 -0.093
O -1.11538 3.27049 -7.01482 0.091 -0.032 0.051
H -0.94034 2.49200 -7.55085 -0.018 0.031 -0.042
H -0.63239 3.11623 -6.19253 -0.108 -0.001 0.110
O 4.76411 -2.16620 -1.39574 -0.048 -0.374 0.442
H 4.75423 -3.09056 -1.67864 -0.014 0.084 -0.262
H 5.61394 -2.07356 -0.93472 0.232 0.114 -0.215
O -3.20254 4.61092 3.98093 -0.057 -0.031 0.011
H -4.13698 4.77239 4.14553 0.023 0.242 -0.062
H -2.77664 4.87761 4.80281 0.040 -0.124 0.019
O -5.46082 2.49026 3.21629 0.102 0.044 -0.287
H -5.09060 1.62058 3.39508 -0.173 -0.016 0.243
H -5.02361 3.02847 3.88519 -0.030 -0.070 0.100
O 7.22167 -1.54803 0.07916 -0.296 -0.021 0.217
H 6.83300 -0.82247 0.57872 0.153 0.033 0.066
H 8.14976 -1.29594 -0.01816 0.066 0.007 -0.052
O 4.70748 -0.44948 -4.86337 -0.038 -0.187 0.219
H 5.23741 0.21751 -5.31672 -0.067 -0.068 -0.182
H 3.98612 0.04442 -4.46348 0.051 0.239 -0.071
O 4.83139 0.33087 -7.69556 0.014 0.044 0.183
H 4.30882 0.56969 -8.46647 0.040 -0.013 -0.036
H 4.40200 -0.47057 -7.36964 -0.045 -0.037 -0.133
O 9.66672 0.16440 -0.21796 -0.253 -0.103 -0.114
H 9.36703 0.11591 -1.13363 0.171 0.067 -0.056
H 10.28315 0.90217 -0.19195 0.022 -0.027 0.034
O -5.32738 1.69125 6.19442 -0.188 0.082 -0.095
H -5.00868 0.86698 5.81573 0.007 -0.023 0.023
H -6.23719 1.75973 5.86569 -0.044 -0.088 0.133
O 3.22882 -2.07996 -8.42644 0.046 0.283 0.255
H 2.37208 -2.49945 -8.54986 0.014 -0.055 -0.094
H 3.83432 -2.66917 -8.88530 -0.042 0.007 -0.121
O -0.97088 -2.02406 -0.23684 -0.008 -0.079 0.209
H -0.52351 -2.85133 -0.45047 -0.059 0.006 -0.087
H -1.61212 -2.25993 0.45398 -0.054 0.119 -0.005
O 3.23047 -1.63709 2.18027 -0.076 -0.059 -0.064
H 3.40317 -2.41959 1.64323 0.063 0.055 -0.066
H 3.72444 -1.79142 2.99310 -0.025 0.082 0.028
O -8.20307 0.82381 6.23781 -0.030 0.372 -0.184
H -8.08689 -0.06613 5.89065 -0.049 -0.104 0.190
H -7.82883 0.76026 7.12336 -0.077 -0.125 0.045
O 9.53014 -3.56520 0.23142 -0.197 0.020 0.067
H 8.63157 -3.51382 0.57894 0.000 -0.002 -0.008
H 10.09330 -3.30596 0.96741 0.105 0.012 -0.092
O -3.89073 -2.80122 -1.22512 0.181 0.012 0.070
H -4.37496 -2.13520 -0.72943 -0.117 -0.006 0.006
H -2.97532 -2.49871 -1.20436 -0.053 0.033 -0.133
O 2.65492 -4.67802 -9.09426 0.145 -0.260 0.059
H 2.72554 -5.49640 -9.59712 -0.091 0.050 -0.081
H 3.13452 -4.86235 -8.27868 -0.070 0.001 0.035
O -1.71128 4.65042 -2.60309 -0.092 0.085 0.165
H -2.04298 4.55409 -3.50283 0.015 -0.099 0.006
H -1.15558 5.43592 -2.63270 0.035 -0.030 0.025
O -7.39507 -1.54082 7.59355 0.178 -0.073 0.101
H -7.51652 -2.48998 7.46920 -0.035 0.032 -0.217
H -6.59118 -1.45943 8.11682 -0.034 -0.007 0.034
O -7.96254 -3.66503 5.41843 -0.092 0.015 0.081
H -8.88794 -3.92970 5.45682 0.021 -0.055 0.003
H -7.90080 -3.12710 4.62354 0.038 0.008 0.004
O -2.45331 1.74209 5.53748 0.376 -0.041 -0.152
H -2.85706 1.21542 4.83673 -0.086 0.025 0.177
H -2.30111 1.12742 6.26184 -0.079 0.040 0.044
O 1.52204 4.71706 -2.91820 0.072 -0.156 0.130
H 1.97946 3.87163 -2.84954 0.084 0.037 -0.101
H 2.00998 5.29150 -2.31904 -0.063 0.083 -0.028
O -10.85970 2.46236 7.15521 -0.013 -0.052 0.022
H -11.71454 2.05203 6.99745 -0.008 0.021 0.016
H -10.21302 1.79955 6.88637 0.126 -0.003 -0.108
O 3.67264 -3.81360 -3.59033 0.103 0.102 0.110
H 4.15876 -3.06746 -3.96948 0.013 -0.007 -0.036
H 2.86024 -3.42879 -3.25003 -0.052 -0.021 -0.125
O 8.46215 -3.07655 -2.46604 -0.067 0.002 0.063
H 8.58044 -3.83243 -3.04830 0.024 0.035 -0.037
H 8.98790 -3.28407 -1.68173 0.105 -0.016 0.021